(1)
# C19H24O5

The molecule C19H24O5 (ωB97M-V/def2-TZVPD, the Open Molecules 2025 dataset).

The value obtained for the relative energy (zero: lowest compared OMol25 entry of this formula, charge and spin) is 95.7 kJ/mol. The HOMO energy comes out at -9.10 eV. As for the total charge: 0. The calculation puts the LUMO energy at 0.69 eV. Its HOMO-LUMO gap is 9.79 eV. As for the SMILES: CCOC(=O)C(C(=O)OCC)[C@H](CC(=O)C1CC1)c1ccccc1.

Geometry as XYZ:
```
48
Properties=species:S:1:pos:R:3:nbo_charge:R:1
H 0.478 -1.164 0.618 0.259
H 3.988 2.597 2.621 0.217
H -3.625 -2.054 4.119 0.218
C 0.683 3.341 -2.296 -0.227
H 0.836 -5.103 -1.717 0.237
C -0.506 4.031 -2.152 -0.213
C -0.376 1.315 -1.537 -0.046
C 0.705 -0.959 -1.918 -0.498
C -2.233 -0.606 3.366 -0.074
C 0.606 -4.076 0.218 -0.389
C 1.292 -3.158 -0.775 -0.371
C -2.822 -2.009 3.390 -0.634
O -2.495 -0.254 0.718 -0.598
C -1.568 2.016 -1.400 -0.194
H -2.445 1.499 -1.041 0.232
H -2.989 0.120 3.054 0.201
H 0.594 -0.719 -2.977 0.244
C 0.725 0.932 0.881 0.837
H -1.325 -0.573 -1.334 0.258
C 1.386 -4.661 -0.899 -0.388
O -0.501 -2.981 -2.301 -0.558
C -1.633 3.364 -1.703 -0.198
H 2.383 1.971 3.020 0.228
H -0.554 5.084 -2.386 0.212
O 0.278 1.911 1.410 -0.589
C 0.749 1.992 -1.991 -0.175
H 3.713 0.849 2.693 0.209
H 1.689 1.474 -2.107 0.201
H 1.568 3.853 -2.646 0.210
C -0.337 -0.143 -1.134 -0.214
H -1.830 -0.328 4.342 0.192
O 2.018 0.743 0.612 -0.524
H 2.170 -2.623 -0.436 0.227
H 2.339 -5.122 -0.693 0.219
C 2.907 1.815 0.942 -0.077
H 1.005 -4.116 1.220 0.219
H 1.713 -0.712 -1.587 0.216
H -2.058 -2.735 3.657 0.208
C 3.272 1.805 2.419 -0.635
H -3.222 -2.260 2.411 0.224
H 2.425 2.761 0.675 0.204
C -0.090 -0.259 0.392 -0.432
C 0.417 -2.438 -1.733 0.603
C -1.391 -0.334 1.182 0.832
H -2.566 3.895 -1.587 0.213
H -0.471 -4.125 0.161 0.230
H 3.787 1.654 0.316 0.189
O -1.119 -0.525 2.470 -0.505
```

(2)
# C44H116N8O16

A 10-piece molecular cluster, C44H116N8O16 overall in a non-equilibrium geometry (ωB97M-V/def2-TZVPD, the Open Molecules 2025 dataset).

The HOMO energy (spin up / spin down) comes out at 0.64 / -6.61 eV. Its expectation value of S² is 0.75. As for the total charge: -1. Its multiplicity is 2. The calculation puts the LUMO energy (spin up / spin down) at 1.94 / 1.99 eV. Its HOMO-LUMO gap (spin up / spin down) is 1.31 / 8.61 eV.

Geometry as XYZ:
```
184
Properties=species:S:1:pos:R:3:lowdin_spin:R:1
H -15.638 27.168 -21.977 0.001
C -13.060 30.164 -19.313 0.037
O -16.043 30.640 -23.237 0.006
C -10.523 28.917 -27.149 0.014
O -13.886 29.357 -34.857 0.000
H -14.080 26.620 -20.784 0.001
H -16.949 35.583 -31.679 0.002
H -17.524 36.084 -18.218 0.005
C -24.008 35.685 -22.858 0.005
H -12.340 31.946 -30.961 0.003
O -12.858 26.780 -17.530 0.003
H -24.893 34.567 -21.179 0.000
H -11.893 28.657 -17.288 0.006
C -14.359 36.218 -30.041 0.030
H -14.999 28.911 -26.820 0.000
N -14.348 29.473 -17.612 0.007
C -11.753 25.973 -17.021 0.026
H -15.080 38.724 -17.451 0.001
C -9.106 26.974 -34.335 0.001
H -16.663 34.810 -30.256 0.010
H -11.493 26.326 -16.023 0.003
H -15.786 34.261 -21.361 0.005
H -7.826 27.346 -26.577 0.001
H -7.031 26.797 -20.837 0.007
C -15.914 31.003 -21.880 0.019
C -15.610 36.965 -18.018 0.009
H -21.072 27.291 -25.479 0.000
O -21.405 28.225 -23.699 0.002
C -23.686 33.923 -24.628 0.006
H -8.934 27.684 -35.144 0.000
C -16.201 34.896 -20.578 0.036
C -14.325 29.763 -26.740 0.004
H -12.064 24.929 -16.993 0.002
H -14.259 28.404 -19.221 0.001
C -20.386 33.040 -24.021 0.033
C -9.935 29.055 -31.382 0.003
O -9.161 28.505 -27.143 0.002
H -20.260 34.092 -23.766 0.016
H -11.280 28.190 -26.855 0.003
H -13.452 28.513 -21.898 0.005
H -8.153 26.598 -33.963 0.000
H -11.925 28.405 -31.839 0.001
H -16.884 30.388 -25.669 0.001
O -15.880 26.718 -24.907 0.001
H -17.076 35.390 -21.001 0.015
H -10.191 24.401 -35.957 0.000
C -15.083 31.437 -34.143 0.002
O -9.921 25.831 -34.630 0.000
H -14.760 35.351 -33.239 0.001
H -23.418 33.147 -22.347 0.000
H -11.685 29.453 -30.295 0.001
N -9.216 28.793 -32.626 0.000
H -15.462 25.082 -23.659 0.001
H -16.681 31.639 -21.438 0.007
H -23.741 33.088 -23.930 0.000
H -16.091 31.200 -30.509 0.001
C -14.095 30.648 -28.021 0.009
H -14.537 37.560 -19.723 0.003
C -15.256 30.631 -30.101 0.005
H -16.573 35.029 -17.266 0.007
H -16.561 25.598 -26.428 0.001
N -14.517 35.948 -32.461 0.003
H -10.696 29.308 -28.151 0.001
H -21.195 34.456 -21.862 0.007
H -17.213 36.399 -16.482 0.002
H -15.814 27.017 -27.080 0.001
H -21.590 31.378 -21.628 0.001
N -8.295 27.073 -23.985 0.003
C -11.567 31.628 -31.660 0.011
H -8.597 29.092 -24.957 0.003
O -11.893 30.319 -32.139 0.001
H -5.040 24.221 -21.542 0.000
H -15.978 38.030 -16.405 0.001
H -13.294 36.430 -30.134 0.005
H -6.483 23.513 -22.228 0.001
H -11.537 32.362 -32.466 0.003
C -9.882 27.683 -33.238 0.001
H -14.614 36.729 -17.645 0.003
C -9.004 28.096 -24.779 0.018
H -14.789 25.755 -26.389 0.003
C -14.828 35.325 -31.187 0.003
H -21.181 28.944 -25.482 0.001
C -19.159 28.138 -24.753 0.002
H -8.490 24.737 -35.537 0.000
C -17.580 33.163 -32.233 0.013
H -18.252 32.970 -31.397 0.006
H -13.526 35.815 -32.318 0.003
H -6.468 24.301 -20.636 0.002
C -8.835 27.570 -26.232 0.008
H -16.339 31.800 -26.277 0.011
C -16.073 31.095 -25.489 0.012
H -14.607 32.545 -32.617 0.000
H -9.525 29.925 -30.869 0.001
C -14.447 30.575 -35.293 0.002
H -15.857 30.175 -21.174 0.003
N -23.166 33.584 -21.471 0.001
N -15.929 38.179 -17.403 0.002
H -10.544 31.608 -31.283 0.003
H -19.364 32.662 -24.069 0.004
H -14.053 25.724 -24.194 0.004
H -9.451 26.702 -26.466 0.003
H -15.894 32.070 -34.502 0.001
H -10.875 28.003 -33.554 0.000
H -13.398 30.025 -28.581 0.001
C -16.261 34.843 -31.269 0.012
H -14.896 31.394 -21.861 0.006
H -14.197 34.440 -31.102 0.002
H -13.094 29.657 -34.406 0.000
H -13.826 29.951 -16.892 0.006
H -18.649 27.204 -24.520 0.000
H -17.253 32.039 -24.029 0.005
H -13.885 30.746 -19.722 0.003
C -11.449 29.248 -31.339 0.003
C -9.449 25.184 -35.799 0.000
H -13.079 27.958 -23.481 0.005
N -14.106 26.003 -21.583 0.006
C -12.403 28.058 -18.043 0.023
H -14.404 30.999 -30.673 0.000
H -16.528 34.272 -19.747 0.009
H -15.143 30.388 -36.110 0.000
H -7.602 26.641 -24.579 0.000
C -15.424 36.955 -19.535 0.013
O -18.576 28.334 -25.946 0.004
H -16.241 37.445 -20.065 0.003
H -6.920 28.117 -22.777 0.002
H -23.050 36.162 -23.065 0.003
N -14.739 30.583 -25.541 0.003
H -13.151 25.900 -21.894 0.011
H -10.628 29.731 -26.431 0.007
H -17.615 32.170 -32.682 0.002
H -15.680 30.810 -33.480 0.000
H -21.504 33.638 -20.325 0.007
H -14.745 30.217 -24.599 0.001
C -23.898 34.845 -21.527 0.003
C -7.807 27.500 -22.633 0.019
H -22.738 34.460 -24.603 0.002
C -21.690 33.603 -21.398 0.013
C -13.906 28.058 -22.778 0.010
C -16.772 36.088 -17.429 0.019
H -8.443 25.746 -21.431 0.011
H -10.047 28.112 -24.463 0.006
H -20.771 32.897 -25.031 0.008
H -17.662 28.542 -25.739 0.000
C -6.113 24.370 -21.664 0.007
O -24.445 35.017 -24.106 0.002
H -15.363 29.630 -30.519 0.002
O -15.274 30.892 -28.700 0.004
H -14.555 28.820 -23.209 0.000
H -13.375 29.273 -26.528 0.001
C -15.044 26.062 -23.888 0.005
H -9.290 29.524 -33.319 0.001
H -13.658 31.150 -35.779 0.000
C -16.232 31.684 -24.164 0.029
O -14.151 32.047 -33.300 0.002
H -8.619 28.062 -22.172 0.017
C -7.512 26.266 -21.658 0.019
H -11.657 27.750 -18.776 0.012
H -9.659 28.300 -30.645 0.001
O -16.291 33.484 -31.810 0.003
H -21.232 29.020 -23.188 0.001
H -24.661 36.556 -22.801 0.001
C -15.732 26.289 -26.273 0.006
O -6.393 25.638 -22.242 0.001
H -13.564 31.576 -27.810 0.009
H -12.342 29.876 -20.081 0.015
H -10.845 26.001 -17.623 0.011
H -9.391 25.753 -36.727 0.000
H -14.858 37.187 -30.041 0.003
O -21.255 32.169 -23.350 0.003
H -14.611 35.767 -29.081 0.013
H -10.079 27.005 -32.407 0.000
H -15.428 32.332 -23.816 0.010
H -23.896 33.577 -25.640 0.001
C -20.705 28.146 -24.911 0.003
H -18.874 28.865 -23.992 0.002
H -23.609 35.459 -20.674 0.002
H -14.804 28.758 -17.064 0.002
C -21.064 32.275 -21.952 0.010
C -13.510 28.939 -18.638 0.008
H -19.993 32.140 -21.797 0.007
H -12.576 30.970 -18.762 0.009
H -17.830 33.887 -33.009 0.002
C -14.785 26.841 -22.571 0.005
O -15.125 35.721 -20.110 0.017
```

(3)
# C5H4N

C5H4N as an isolated structure in a non-equilibrium geometry (ωB97M-V/def2-TZVPD, the Open Molecules 2025 dataset).

The value obtained for the relative energy (zero: lowest compared OMol25 entry of this formula, charge and spin) is 383.9 kJ/mol. The HOMO energy comes out at -14.59 eV. As for the total charge: +1. The calculation puts the LUMO energy at -6.12 eV. Its HOMO-LUMO gap is 8.47 eV.

Geometry as XYZ:
```
10
Properties=species:S:1:pos:R:3:nbo_charge:R:1
H 0.746 -0.624 -2.136 0.252
C 0.085 -1.974 -0.578 -0.011
N -0.098 0.021 0.750 -0.539
H 2.028 2.088 2.831 0.257
H -0.953 -1.104 -2.225 0.254
C -0.071 -1.135 -1.559 -0.053
C 0.723 0.825 1.501 0.057
H -1.030 0.279 0.885 0.441
C 1.418 1.449 2.317 -0.067
C 0.129 -1.195 0.401 0.409
```

Question: What is the total charge in the second record?
Answer: -1

Question: What is the total charge in the second record?
Answer: -1